(1)
Molecular formula: C5H13NO
Method: DFT, ωB97M-V with the def2-TZVPD basis set

- lowest unoccupied orbital energy (spin up / spin down) (eV) = -2.60 / -7.80
- ⟨S²⟩ = 0.754
- total charge = +1
- ΔE to the lowest compared entry with this formula, charge and spin (kJ/mol) = 292.8
- multiplicity = 2
- orbital gap (spin up / spin down) (eV) = 12.45 / 7.24

Atoms and positions in Å:
C (-0.185, 0.954, -1.130)
N (-1.529, 0.706, -0.590)
C (-1.879, 1.772, 0.459)
C (-1.262, -0.646, 0.186)
C (0.133, -0.670, 0.751)
C (0.925, 0.083, -0.307)
H (0.003, 0.854, -2.203)
H (0.075, 2.046, -1.301)
H (-1.185, 1.712, 1.229)
H (-1.911, 2.782, 0.088)
H (-3.031, 1.623, 0.664)
H (-2.023, -0.909, 0.896)
H (-0.995, -1.279, -0.660)
H (0.139, -0.321, 1.805)
H (0.289, -1.853, 0.923)
H (1.468, -0.594, -0.954)
H (1.606, 0.704, 0.287)
H (3.402, -2.283, -0.736)
H (3.201, -2.559, 0.655)
O (2.760, -2.121, -0.063)

---

(2)
Molecular formula: C20H30AuN3O3PTe
Method: DFT, ωB97M-V with the def2-TZVPD basis set

- lowest unoccupied orbital energy (eV) = -4.50
- total charge = +1
- orbital gap (eV) = 5.62

Atoms and positions in Å:
Au (-0.168, 0.294, 0.291)
C (-0.971, -1.784, 2.347)
N (0.060, -0.747, 2.110)
C (-0.064, 0.310, 3.154)
C (1.437, -1.267, 2.073)
C (1.831, -2.395, 2.774)
C (3.161, -2.777, 2.723)
C (4.067, -2.040, 1.966)
C (3.663, -0.925, 1.246)
C (2.329, -0.540, 1.301)
N (1.761, 0.464, 0.485)
C (2.290, 1.705, 0.166)
C (3.554, 2.167, 0.541)
C (4.057, 3.303, -0.063)
C (3.320, 3.996, -1.023)
C (2.042, 3.583, -1.342)
C (1.511, 2.470, -0.696)
N (0.103, 2.099, -0.839)
C (-0.772, 2.976, 0.006)
C (-0.364, 2.156, -2.240)
H (-0.927, -2.109, 3.388)
H (-0.799, -2.617, 1.675)
H (-1.941, -1.344, 2.146)
H (0.086, -0.153, 4.131)
H (-1.062, 0.743, 3.105)
H (0.691, 1.075, 2.996)
H (1.120, -2.964, 3.358)
H (3.493, -3.648, 3.270)
H (5.099, -2.357, 1.907)
H (4.360, -0.397, 0.613)
H (4.140, 1.620, 1.266)
H (5.043, 3.655, 0.207)
H (3.730, 4.879, -1.490)
H (1.445, 4.147, -2.044)
H (-0.701, 3.996, -0.376)
H (-0.424, 2.957, 1.036)
H (-1.797, 2.618, -0.068)
H (-0.425, 3.198, -2.557)
H (-1.346, 1.701, -2.309)
H (0.323, 1.597, -2.868)
C (-4.861, -1.016, 1.634)
C (-4.326, -2.138, 0.781)
O (-4.004, -1.665, -0.548)
P (-2.586, -1.143, -0.997)
O (-2.149, -0.044, 0.074)
Te (-2.564, -0.577, -3.205)
O (-1.542, -2.295, -0.578)
C (-1.499, -3.563, -1.283)
C (-0.184, -4.222, -0.960)
H (-5.160, -1.408, 2.608)
H (-5.737, -0.568, 1.168)
H (-4.115, -0.235, 1.781)
H (-5.079, -2.909, 0.625)
H (-3.446, -2.618, 1.210)
H (-1.605, -3.362, -2.351)
H (-2.353, -4.157, -0.952)
H (0.648, -3.624, -1.332)
H (-0.136, -5.203, -1.432)
H (-0.063, -4.362, 0.115)

---

(3)
Molecular formula: C22H13Br2FeN3O3
Method: DFT, ωB97M-V with the def2-TZVPD basis set

- lowest unoccupied orbital energy (spin up / spin down) (eV) = -0.73 / -0.73
- orbital gap (spin up / spin down) (eV) = 6.57 / 6.59

Atoms and positions in Å:
Fe (-0.188, -0.037, -0.305)
Br (4.367, -4.188, 3.412)
C (3.491, -2.952, 2.270)
C (4.033, -2.677, 1.002)
C (3.428, -1.779, 0.170)
C (2.221, -1.116, 0.525)
O (1.709, -0.260, -0.290)
C (1.689, -1.417, 1.820)
C (0.613, -0.647, 2.351)
N (-0.219, 0.013, 1.616)
C (-0.878, 1.161, 2.098)
C (-1.532, 1.340, 3.283)
C (-2.011, 2.627, 3.626)
C (-1.799, 3.706, 2.815)
C (-1.126, 3.544, 1.579)
C (-0.813, 4.596, 0.685)
C (-0.145, 4.317, -0.471)
C (0.161, 2.977, -0.789)
N (-0.137, 1.976, -0.001)
C (-0.721, 2.256, 1.205)
C (2.357, -2.319, 2.678)
H (4.939, -3.181, 0.692)
H (3.841, -1.562, -0.806)
H (0.561, -0.528, 3.435)
H (-1.669, 0.508, 3.963)
H (-2.535, 2.755, 4.564)
H (-2.141, 4.691, 3.106)
H (-1.098, 5.611, 0.935)
H (0.129, 5.100, -1.164)
H (0.632, 2.727, -1.732)
H (1.951, -2.507, 3.664)
Br (-3.100, 2.320, -1.240)
C (-3.348, 0.598, -0.491)
C (-4.641, 0.257, -0.132)
C (-4.872, -1.027, 0.328)
C (-3.818, -1.922, 0.361)
C (-2.563, -1.488, -0.016)
N (-2.307, -0.219, -0.396)
C (-1.401, -2.477, -0.099)
O (-1.629, -3.644, 0.162)
O (-0.309, -1.949, -0.499)
H (-5.434, 0.983, -0.229)
H (-5.869, -1.327, 0.625)
H (-3.922, -2.957, 0.654)